C4H5IO | ωB97M-V/def2-TZVPD

Computed properties:
Maximum force = 4.18 eV/A
Kohn-Sham gap (spin up / spin down) = 5.819 / 5.688 eV
E_LUMO (spin up / spin down) = 0.85 / -3.24 eV
Total charge = 0
Expectation value of S² = 2.01
2S+1 = 3

Each atom is followed by the atoms it is bonded to, with distances in Å.
Positions of all 11 atoms, in Å:
1 C 1.097 1.223 -0.206  C4 1.298, I6 2.098, H7 1.049
2 C -0.480 -1.454 -0.365  C3 1.318, H8 1.102, H10 1.033
3 C -0.891 -0.818 0.713  C2 1.318, O5 1.321, H9 1.182
4 C -0.176 1.346 0.023  C1 1.298, O5 1.345, H11 1.086
5 O -0.777 0.490 0.866  C3 1.321, C4 1.345
6 I 2.559 -0.122 0.468  C1 2.098
7 H 1.504 1.725 -1.031  C1 1.049
8 H -0.070 -0.877 -1.210  C2 1.102
9 H -1.388 -1.182 1.722  C3 1.182
10 H -0.556 -2.455 -0.607  C2 1.033
11 H -0.822 2.124 -0.372  C4 1.086